P.
This record from the Open Molecules 2025 dataset describes the molecule C3H4P2. The level of theory is ωB97M-V/def2-TZVPD.

The gap between HOMO and LUMO is 9.104 eV. The spin multiplicity is 1. The net charge is 0.

Each atom is followed by the atoms it is bonded to, with distances in Å.
Cartesian coordinates (Å):
1 P -1.520 1.018 0.204  C2 1.874, C5 1.779, H6 1.583
2 C 0.348 0.918 0.102  P1 1.874, C3 1.457, C5 1.554, H7 1.108
3 C 0.483 -0.155 -0.875  C2 1.457, P4 1.844, C5 1.521, H8 1.006
4 P 1.062 -1.545 0.190  C3 1.844, C5 1.901, H9 1.379
5 C -0.452 -0.400 0.300  P1 1.779, C2 1.554, C3 1.521, P4 1.901
6 H -1.801 1.236 1.747  P1 1.583
7 H 1.202 1.370 0.645  C2 1.108
8 H 0.310 0.090 -1.836  C3 1.006
9 H 0.368 -2.533 -0.477  P4 1.379

Q.
This record from the Open Molecules 2025 dataset describes a 2-piece molecular cluster, C3H4P2 overall. The level of theory is ωB97M-V/def2-TZVPD.

The gap between HOMO and LUMO is 8.999 eV. The spin multiplicity is 1. The net charge is 0.

Each atom is followed by the atoms it is bonded to, with distances in Å.
Cartesian coordinates (Å):
1 C 0.767 -1.124 0.658  C3 1.322, H6 1.083, H7 1.061
2 C 1.013 1.106 -0.614  C3 1.278, H8 1.146, H9 1.008
3 C 1.038 0.036 0.083  C1 1.322, C2 1.278
4 P -2.742 0.562 0.311  P5 1.902
5 P -4.022 -0.574 -0.518  P4 1.902
6 H 1.656 -1.744 0.675  C1 1.083
7 H -0.111 -1.353 1.207  C1 1.061
8 H 1.744 1.909 -0.246  C2 1.146
9 H 0.658 1.181 -1.555  C2 1.008

Relative energies with respect to the most stable structure, expressed in kJ/mol: P 164.7; Q 0.0.

P.
This record from the Open Molecules 2025 dataset describes the molecule C3H4P2. The level of theory is ωB97M-V/def2-TZVPD.

The gap between HOMO and LUMO is 7.909 eV. The spin multiplicity is 1. The net charge is 0.

Each atom is followed by the atoms it is bonded to, with distances in Å.
Cartesian coordinates (Å):
1 C 0.201 -1.500 -0.591  C2 1.296, H6 1.052, H7 1.092
2 C 0.243 -1.009 0.608  C1 1.296, P3 1.985, H8 1.076
3 P 0.592 0.905 1.002  C2 1.985, P4 2.182, C5 1.753
4 P 0.713 1.887 -0.942  P3 2.182, C5 1.675
5 C -0.529 1.972 0.179  P3 1.753, P4 1.675, H9 1.080
6 H -0.339 -2.375 -0.815  C1 1.052
7 H 0.443 -0.948 -1.501  C1 1.092
8 H -0.021 -1.555 1.498  C2 1.076
9 H -1.303 2.621 0.561  C5 1.080

Q.
This record from the Open Molecules 2025 dataset describes the molecule C3H4P2. The level of theory is ωB97M-V/def2-TZVPD.

The gap between HOMO and LUMO is 9.046 eV. The spin multiplicity is 1. The net charge is 0.

Each atom is followed by the atoms it is bonded to, with distances in Å.
Cartesian coordinates (Å):
1 C -1.574 0.527 -0.717  C2 1.299, H6 0.984, H7 1.115
2 C -0.436 0.344 -0.117  C1 1.299, C3 1.386, P5 1.771
3 C 0.278 -0.193 0.942  C2 1.386, P4 2.072, P5 1.893, H8 1.098
4 P 1.599 -1.146 -0.339  C3 2.072, P5 2.245, H9 1.481
5 P 1.186 1.053 -0.156  C2 1.771, C3 1.893, P4 2.245
6 H -1.829 1.096 -1.478  C1 0.984
7 H -2.377 -0.065 -0.220  C1 1.115
8 H 0.160 -0.614 1.949  C3 1.098
9 H 2.993 -1.002 0.138  P4 1.481

Relative energies with respect to the most stable structure, expressed in kJ/mol: P 0.0; Q 52.0.